DFT (the ωB97M-V functional and the def2-TZVPD basis) results for C39H31CuN10OS as an isolated structure at a distorted geometry.

```
! RIJCOSX wB97M-V def2-TZVPD def2/J DEFGRID3
* xyz -1 2
Cu -0.4581 -1.4175 0.2509
C -0.5741 -1.6183 4.4181
C -0.7210 -1.3758 3.0591
N -0.3417 -2.2436 2.1164
C 0.1601 -3.4715 2.4280
C 0.4529 -3.7570 3.7723
C 0.0904 -2.7990 4.7347
C 1.0788 -5.0033 4.1103
C 1.3811 -5.8904 3.1069
C 0.9325 -5.7215 1.7599
C 1.1752 -6.6923 0.7714
C 0.7289 -6.4490 -0.5529
C 0.0668 -5.2850 -0.8620
N -0.1517 -4.3115 0.0904
C 0.3522 -4.4610 1.4119
H -0.8918 -0.9413 5.1936
H -1.2278 -0.4768 2.6344
H 0.1787 -3.0663 5.7939
H 1.3859 -5.2722 5.1176
H 1.9068 -6.8194 3.3687
H 1.6147 -7.6517 0.9499
H 0.9908 -7.1226 -1.3516
H -0.3186 -5.0781 -1.8462
C 2.9156 2.5405 -1.5636
N 2.1218 1.5927 -0.7057
C 1.1626 0.6754 -0.9969
N 0.7841 0.0892 0.1252
C 1.6366 0.5348 1.0746
N 2.4948 1.4138 0.6277
C 2.1512 3.7415 -2.0568
C 2.9805 4.6727 -2.7096
C 2.3824 5.8432 -3.1871
C 1.0144 6.0753 -3.0940
C 0.2682 5.1157 -2.4262
C 0.7927 3.9394 -1.9236
C -1.1234 5.3627 -2.2512
N -1.8464 6.2609 -2.8086
N -3.1869 5.9914 -2.4240
C -3.1837 5.0023 -1.6101
O -1.9113 4.4524 -1.4355
C -4.3641 4.4071 -1.0703
C -5.5676 5.0925 -1.1540
C -6.6831 4.4803 -0.6465
C -6.6280 3.2126 -0.0735
C -5.3926 2.5076 -0.0237
C -5.4406 1.0866 0.5149
N -4.2670 0.2513 0.0842
C -3.0468 0.0307 0.6150
N -2.3576 -0.7689 -0.1816
C -3.1894 -0.9988 -1.2177
N -4.3672 -0.4608 -1.1213
C -4.2363 3.1312 -0.5006
H 3.2488 1.9286 -2.4290
H 3.8183 2.8124 -0.9626
H 0.6660 0.5448 -1.9389
H 1.6285 0.1368 2.0731
H 4.0603 4.5453 -2.7473
H 2.9810 6.6355 -3.6549
H 0.5513 7.0247 -3.4091
H 0.0853 3.2995 -1.4098
H -5.5906 6.0809 -1.6136
H -7.5959 5.0435 -0.6452
H -7.5058 2.7959 0.4082
H -6.3306 0.6131 0.1004
H -5.4523 1.0579 1.6426
H -2.6158 0.4515 1.5209
H -2.8862 -1.5857 -2.0767
H -3.2626 2.6926 -0.5240
S 2.7661 -2.7759 -1.0604
C 4.2932 -2.2769 -0.5086
C 4.8595 -2.7413 0.7204
C 6.1440 -2.3816 1.1223
C 6.8894 -1.4974 0.3469
C 6.3711 -1.0171 -0.8653
C 5.0861 -1.3732 -1.2735
H 4.2113 -3.3674 1.3675
H 6.5831 -2.7619 2.0383
H 7.8603 -1.1318 0.6935
H 6.9592 -0.3719 -1.5271
H 4.6502 -0.9558 -2.2165
C -1.0188 -3.2207 -0.3093
H -1.1786 -3.2962 -1.3909
H -1.9997 -3.2587 0.1937
*
```

## Properties
HOMO level (spin up / spin down)   -1.9 / -2.5 eV
E_LUMO (spin up / spin down)   1.175 / 1.175 eV
Frontier orbital gap (spin up / spin down)   3.057 / 3.644 eV
E   -113367.522 eV
Largest force on an atom   3.03 eV/Å